Entry 1:
This record from the Open Molecules 2025 dataset describes a 3-piece molecular cluster, C14H35B2N2O5 overall. The level of theory is the ωB97M-V functional and the def2-TZVPD basis.

Computed properties:
2S+1 ... 1
Gap between HOMO and LUMO ... 7.4 eV
Total energy ... -1089.72843 hartree
E_HOMO ... -11.18 eV
Net charge ... +1

The geometry in XYZ format:
```
58
C14H35B2N2O5 the ωB97M-V functional and the def2-TZVPD basis
C 7.334 -1.401 -0.503
N 6.011 -1.600 -1.119
C 6.098 -2.260 -2.435
B 5.027 -2.140 -0.246
O 5.314 -2.739 0.971
C 3.453 -2.037 -0.561
B 2.815 -3.449 -0.096
O 2.020 -3.549 0.978
O 3.026 -4.577 -0.805
C 2.957 -0.751 0.163
C 2.870 0.258 -0.987
C 2.694 -0.570 -2.201
N 3.053 -1.758 -1.936
H 7.660 -2.242 0.097
H 8.062 -1.279 -1.293
H 7.356 -0.479 0.054
H 6.934 -2.943 -2.471
H 5.196 -2.803 -2.688
H 6.252 -1.516 -3.207
H 5.474 -2.053 1.644
H 2.255 -2.905 1.665
H 3.579 -4.460 -1.590
H 1.965 -0.973 0.538
H 3.658 -0.417 0.908
H 3.881 0.662 -1.087
H 2.216 1.105 -0.856
H 2.333 -0.216 -3.147
H 2.983 -2.422 -2.703
C -1.981 -0.849 -2.289
C -1.177 -0.146 -1.208
O -0.885 1.210 -1.489
C -2.009 2.070 -1.655
C -2.915 2.143 -0.440
H -1.469 -0.786 -3.251
H -2.116 -1.900 -2.033
H -2.969 -0.409 -2.411
H -0.199 -0.630 -1.115
H -1.669 -0.243 -0.235
H -2.576 1.784 -2.547
H -1.589 3.055 -1.857
H -3.371 1.182 -0.204
H -3.722 2.853 -0.614
H -2.354 2.465 0.438
C -7.546 1.454 2.420
C -6.043 1.270 2.532
O -5.287 2.334 1.978
C -5.498 3.613 2.550
C -5.175 3.692 4.032
H -7.838 1.587 1.377
H -8.061 0.579 2.817
H -7.896 2.324 2.977
H -5.745 0.383 1.972
H -5.751 1.096 3.573
H -6.521 3.953 2.359
H -4.839 4.287 2.001
H -5.820 3.044 4.628
H -5.309 4.712 4.391
H -4.143 3.390 4.215
```

Okay, here come the Mulliken numbers, in e, for every atom: number 1, C, carries -1.15; number 2, N, carries -0.06; number 3, C, carries -0.99; number 4, B, carries 0.13; number 5, O, carries -0.50; number 6, C, carries -0.17; number 7, B, carries 0.97; number 8, O, carries -0.54; number 9, O, carries -0.65; number 10, C, carries -1.14; number 11, C, carries -0.60; number 12, C, carries -0.31; number 13, N, carries 0.31; number 14, H, carries 0.38; number 15, H, carries 0.44; number 16, H, carries 0.36; number 17, H, carries 0.40; number 18, H, carries 0.36; number 19, H, carries 0.28; number 20, H, carries 0.36; number 21, H, carries 0.32; number 22, H, carries 0.32; number 23, H, carries 0.53; number 24, H, carries 0.31; number 25, H, carries 0.40; number 26, H, carries 0.44; number 27, H, carries 0.51; number 28, H, carries 0.30; number 29, C, carries -1.24; number 30, C, carries 0.26; number 31, O, carries -0.34; number 32, C, carries -0.64; number 33, C, carries -0.76; number 34, H, carries 0.32; number 35, H, carries 0.41; number 36, H, carries 0.31; number 37, H, carries -0.22; number 38, H, carries 0.32; number 39, H, carries 0.33; number 40, H, carries 0.33; number 41, H, carries 0.19; number 42, H, carries 0.42; number 43, H, carries 0.29; number 44, C, carries -1.09; number 45, C, carries -0.35; number 46, O, carries -0.32; number 47, C, carries -0.32; number 48, C, carries -1.09; number 49, H, carries 0.30; number 50, H, carries 0.39; number 51, H, carries 0.27; number 52, H, carries 0.31; number 53, H, carries 0.31; number 54, H, carries 0.32; number 55, H, carries 0.31; number 56, H, carries 0.26; number 57, H, carries 0.40; number 58, H, carries 0.30

Entry 2:
This record from the Open Molecules 2025 dataset describes C14H35Cl2N2OPTl as an isolated structure. The level of theory is the ωB97M-V functional and the def2-TZVPD basis.

Computed properties:
2S+1 ... 1
Energy relative to the best compared isomer or geometry (same formula, charge and spin) ... 2.020 eV
Gap between HOMO and LUMO ... 4.0 eV
Total energy ... -2173.33909 hartree
E_HOMO ... -1.20 eV
Net charge ... -1

The geometry in XYZ format:
```
56
C14H35Cl2N2OPTl the ωB97M-V functional and the def2-TZVPD basis
Tl -0.525 1.436 2.153
Cl 1.411 0.096 -0.781
Cl -2.139 -0.339 2.400
H 0.648 2.454 1.360
H 0.559 -0.537 -0.020
P -1.371 -0.306 -2.537
C -0.488 -1.378 -3.764
C -3.107 -0.956 -2.334
C -1.283 1.406 -3.256
C 0.328 -2.444 -3.017
H 0.227 -0.682 -4.242
C -1.355 -2.025 -4.841
H -2.124 -2.679 -4.408
H -0.703 -2.637 -5.480
H -1.843 -1.278 -5.474
H 0.964 -2.006 -2.244
H 0.972 -2.957 -3.740
H -0.305 -3.199 -2.539
H -0.200 1.511 -3.455
C -1.671 2.435 -2.193
C -2.055 1.568 -4.562
H -1.547 1.063 -5.390
H -2.134 2.631 -4.823
H -3.069 1.157 -4.483
H -1.275 2.182 -1.205
H -2.754 2.550 -2.113
H -1.274 3.421 -2.450
C -3.065 -2.262 -1.518
H -3.460 -1.164 -3.357
C -4.041 0.071 -1.682
H -2.587 -3.087 -2.062
H -4.096 -2.556 -1.286
H -2.542 -2.123 -0.559
H -3.660 0.419 -0.712
H -5.004 -0.416 -1.489
H -4.228 0.942 -2.322
C 3.539 2.200 2.606
N 3.468 1.443 3.830
C 3.868 2.108 5.059
C 2.866 0.212 3.691
O 2.619 -0.203 2.541
N 2.472 -0.566 4.759
C 2.825 -0.513 6.156
C 1.623 -1.668 4.381
H 3.991 3.174 2.814
H 2.524 2.356 2.194
H 4.122 1.658 1.850
H 3.034 2.177 5.773
H 4.725 1.599 5.527
H 4.183 3.122 4.787
H 1.933 -0.366 6.777
H 3.283 -1.459 6.467
H 3.525 0.282 6.377
H 0.726 -1.308 3.853
H 2.150 -2.349 3.703
H 1.317 -2.209 5.282
```

Okay, here come the Mulliken numbers, in e, for every atom: number 1, Tl, carries -0.05; number 2, Cl, carries -0.27; number 3, Cl, carries -0.62; number 4, H, carries -0.26; number 5, H, carries 0.21; number 6, P, carries 0.38; number 7, C, carries 0.51; number 8, C, carries 0.58; number 9, C, carries 0.45; number 10, C, carries -1.31; number 11, H, carries 0.33; number 12, C, carries -1.45; number 13, H, carries 0.23; number 14, H, carries 0.47; number 15, H, carries 0.25; number 16, H, carries 0.22; number 17, H, carries 0.45; number 18, H, carries 0.22; number 19, H, carries 0.29; number 20, C, carries -1.49; number 21, C, carries -1.35; number 22, H, carries 0.26; number 23, H, carries 0.45; number 24, H, carries 0.24; number 25, H, carries 0.22; number 26, H, carries 0.26; number 27, H, carries 0.50; number 28, C, carries -1.51; number 29, H, carries 0.39; number 30, C, carries -1.60; number 31, H, carries 0.26; number 32, H, carries 0.44; number 33, H, carries 0.27; number 34, H, carries 0.28; number 35, H, carries 0.49; number 36, H, carries 0.27; number 37, C, carries -0.51; number 38, N, carries 0.17; number 39, C, carries -1.05; number 40, C, carries 0.41; number 41, O, carries -0.66; number 42, N, carries 0.26; number 43, C, carries -1.03; number 44, C, carries -0.91; number 45, H, carries 0.29; number 46, H, carries -0.01; number 47, H, carries 0.19; number 48, H, carries 0.40; number 49, H, carries 0.31; number 50, H, carries 0.28; number 51, H, carries 0.33; number 52, H, carries 0.38; number 53, H, carries 0.31; number 54, H, carries 0.18; number 55, H, carries 0.25; number 56, H, carries 0.38

Largest force on an atom (computed, eV/A): 1.7 3.6